C24H38N6 | the ωB97M-V functional and the def2-TZVPD basis

Last columns: bonded neighbours and bond lengths (Å).
Cartesian coordinates (Å):
1 C -2.100 0.439 0.708  C2 1.397, C5 1.377, H6 1.080
2 C -2.469 -0.358 -0.379  C1 1.397, C3 1.384, H7 1.080
3 C -2.773 -1.592 0.169  C2 1.384, N4 1.362, H8 1.080
4 N -2.784 -1.523 1.529  C3 1.362, C5 1.359, H9 1.010
5 C -2.388 -0.264 1.856  C1 1.377, N4 1.359, H10 1.080
6 H -1.835 1.486 0.714  C1 1.080
7 H -2.410 -0.081 -1.421  C2 1.080
8 H -2.967 -2.566 -0.256  C3 1.080
9 H -2.980 -2.349 2.076  N4 1.010
10 H -2.267 0.040 2.885  C5 1.080
11 C 4.422 -3.250 0.051  C12 1.383, C15 1.399, H16 1.080
12 C 4.416 -3.867 1.289  C11 1.383, C13 1.403, H17 1.080
13 C 3.173 -3.572 1.868  C12 1.403, N14 1.376, H18 1.080
14 N 2.432 -2.880 0.937  C13 1.376, C15 1.356, H19 1.010
15 C 3.150 -2.727 -0.203  C11 1.399, N14 1.356, H20 1.080
16 H 5.261 -3.188 -0.626  C11 1.080
17 H 5.255 -4.386 1.728  C12 1.080
18 H 2.747 -3.881 2.811  C13 1.080
19 H 1.503 -2.543 1.142  N14 1.010
20 H 2.653 -2.256 -1.038  C15 1.080
21 C -0.580 9.947 1.665  C22 1.491, H26 1.090, H27 1.090, H28 1.090
22 C 0.041 8.612 1.896  C21 1.491, C23 1.527, H29 1.090, H30 1.090
23 C -0.907 7.552 2.454  C22 1.527, C24 1.536, H31 1.090, H32 1.090
24 C -1.702 8.063 3.664  C23 1.536, N25 1.163
25 N -2.290 8.519 4.559  C24 1.163
26 H -0.641 10.440 2.636  C21 1.090
27 H -1.496 9.816 1.090  C21 1.090
28 H 0.078 10.542 1.031  C21 1.090
29 H 0.804 8.716 2.667  C22 1.090
30 H 0.392 8.281 0.919  C22 1.090
31 H -0.274 6.720 2.763  C23 1.090
32 H -1.565 7.213 1.654  C23 1.090
33 C 5.254 2.033 1.778  C34 1.552, H38 1.090, H39 1.090, H40 1.090
34 C 4.911 2.814 0.482  C33 1.552, C35 1.566, H41 1.090, H42 1.090
35 C 3.386 2.791 0.127  C34 1.566, C36 1.450, H43 1.090, H44 1.090
36 C 3.097 2.635 -1.286  C35 1.450, N37 1.161
37 N 2.935 2.440 -2.419  C36 1.161
38 H 4.791 1.054 1.659  C33 1.090
39 H 4.724 2.477 2.620  C33 1.090
40 H 6.334 1.961 1.906  C33 1.090
41 H 5.416 2.375 -0.378  C34 1.090
42 H 5.256 3.848 0.496  C34 1.090
43 H 2.831 3.670 0.453  C35 1.090
44 H 2.950 1.936 0.644  C35 1.090
45 C -3.050 2.081 -8.292  C46 1.529, H50 1.090, H51 1.090, H52 1.090
46 C -3.926 1.224 -9.205  C45 1.529, C47 1.540, H53 1.090, H54 1.090
47 C -5.087 2.078 -9.749  C46 1.540, C48 1.417, H55 1.090, H56 1.090
48 C -6.320 2.135 -9.055  C47 1.417, N49 1.129
49 N -7.286 2.159 -8.471  C48 1.129
50 H -2.503 2.821 -8.877  C45 1.090
51 H -2.337 1.516 -7.691  C45 1.090
52 H -3.698 2.716 -7.689  C45 1.090
53 H -4.302 0.373 -8.636  C46 1.090
54 H -3.287 0.873 -10.015  C46 1.090
55 H -5.341 1.768 -10.763  C47 1.090
56 H -4.758 3.109 -9.877  C47 1.090
57 C 1.234 -9.673 5.164  C58 1.489, H62 1.090, H63 1.090, H64 1.090
58 C 0.129 -10.547 4.679  C57 1.489, C59 1.565, H65 1.090, H66 1.090
59 C -1.290 -10.001 5.046  C58 1.565, C60 1.459, H67 1.090, H68 1.090
60 C -1.651 -8.664 4.586  C59 1.459, N61 1.172
61 N -1.881 -7.598 4.158  C60 1.172
62 H 1.930 -9.632 4.326  C57 1.090
63 H 1.629 -10.238 6.007  C57 1.090
64 H 1.019 -8.678 5.555  C57 1.090
65 H 0.076 -11.524 5.159  C58 1.090
66 H 0.364 -10.720 3.629  C58 1.090
67 H -1.409 -9.927 6.127  C59 1.090
68 H -2.037 -10.791 4.966  C59 1.090

Output
SMILES: c1cc[nH]c1.c1cc[nH]c1.CCCC#N.CCCC#N.CCCC#N.CCCC#N
Net charge: 0
HOMO energy (eV): -8.07
Kohn-Sham gap (eV): 8.30
Largest force on an atom (hartree/bohr): 0.054
Spin multiplicity: 1
Relative energy (zero: lowest compared OMol25 entry of this formula, charge and spin) (kcal/mol): 80.3

Atom charges from the Mulliken analysis, given in e for atoms 1 to 4: number 1, C, carries -0.258; number 2, C, carries -0.553; number 3, C, carries -0.378; number 4, N, carries -0.007